Entry 1:
# C37H39F2IN6O13PS

A cluster of 5 separate species, C37H39F2IN6O13PS in total (the ωB97M-V functional and the def2-TZVPD basis, the OMol25 dataset).

Computed properties:
total charge = +1
HOMO level = -0.4212 hartree
orbital gap = 6.7 eV
LUMO level = -0.17659 Eh
2S+1 = 1
E = -3976.05526 Ha

Each line ends with the Löwdin charge.
CARTESIAN COORDINATES (ANGSTROEM)
C1 -1.889 -5.522 -1.323  -0.056
C2 -0.438 -4.913 -1.115  -0.141
C3 -0.566 -3.626 -0.245  -0.041
C4 -0.712 -2.253 -0.794  0.001
C5 -0.744 -2.103 -2.346  -0.113
C6 -1.723 -1.022 -2.931  -0.148
C7 -1.084 0.298 -3.502  -0.133
C8 0.412 0.578 -3.146  -0.259
O1 0.736 1.973 -3.043  -0.181
C9 2.120 1.995 -2.640  -0.129
C10 -0.769 -1.181 0.207  -0.043
C11 -0.872 0.316 -0.202  -0.460
O2 0.101 0.977 -0.076  0.182
O3 -2.038 0.978 -0.695  -0.106
S1 -3.354 0.840 0.276  0.689
O4 -3.719 -0.534 0.555  -0.221
O5 -4.429 1.488 -0.434  -0.211
F1 -3.153 1.717 1.639  -0.189
C12 -0.687 -1.448 1.677  -0.492
I1 -0.729 0.152 3.134  1.180
C13 -0.547 -2.837 2.077  -0.281
P1 -0.381 -3.335 3.879  0.757
N1 0.998 -4.133 4.026  -0.308
N2 -0.497 -3.828 1.119  -0.017
F2 -0.360 -5.090 1.568  0.092
H1 -2.478 -5.360 -0.387  0.085
H2 -2.399 -4.942 -2.138  0.070
H3 -1.774 -6.608 -1.583  0.096
H4 0.292 -5.637 -0.659  0.131
H5 -0.009 -4.600 -2.099  0.115
H6 0.320 -2.041 -2.695  0.144
H7 -1.114 -3.097 -2.734  0.086
H8 -2.518 -0.841 -2.150  0.109
H9 -2.284 -1.505 -3.781  0.115
H10 -1.199 0.285 -4.622  0.126
H11 -1.678 1.199 -3.169  0.121
H12 1.044 0.174 -3.998  0.139
H13 0.799 0.076 -2.218  0.095
H14 2.274 1.554 -1.614  0.089
H15 2.546 3.022 -2.630  0.080
H16 2.758 1.381 -3.343  0.103
H17 -1.423 -4.231 4.256  0.023
H18 -0.265 -2.199 4.738  -0.043
H19 1.479 -4.159 3.119  -0.035
C14 1.424 8.609 -4.508  -0.070
C15 2.669 8.522 -5.118  -0.063
C16 3.273 7.285 -5.293  0.000
C17 2.618 6.142 -4.856  -0.143
C18 1.377 6.219 -4.238  -0.001
C19 0.780 7.459 -4.064  -0.066
N3 3.241 4.831 -5.061  -0.333
O6 4.337 4.799 -5.588  0.089
O7 2.622 3.845 -4.693  0.046
H20 0.952 9.576 -4.378  0.109
H21 3.168 9.421 -5.461  0.111
H22 4.243 7.229 -5.769  0.121
H23 0.867 5.328 -3.892  0.119
H24 -0.189 7.531 -3.587  0.108
C20 -1.568 7.052 5.526  -0.055
C21 -0.330 6.935 4.905  -0.054
C22 0.237 5.683 4.717  0.005
C23 -0.449 4.556 5.152  -0.142
C24 -1.684 4.664 5.780  0.003
C25 -2.242 5.919 5.967  -0.055
N4 0.133 3.233 4.933  -0.334
O8 1.222 3.172 4.398  0.069
O9 -0.515 2.253 5.300  -0.072
H25 -2.010 8.032 5.667  0.114
H26 0.192 7.821 4.565  0.114
H27 1.201 5.602 4.233  0.123
H28 -2.218 3.787 6.124  0.120
H29 -3.205 6.016 6.453  0.114
C26 -2.907 -8.822 -5.872  -0.060
C27 -3.410 -7.969 -4.897  -0.062
C28 -3.007 -6.642 -4.860  -0.015
C29 -2.101 -6.180 -5.806  -0.147
C30 -1.588 -7.026 -6.779  0.005
C31 -1.994 -8.353 -6.809  -0.054
N5 -1.690 -4.773 -5.787  -0.339
O10 -2.146 -4.055 -4.904  0.039
O11 -0.924 -4.394 -6.648  0.100
H30 -3.228 -9.857 -5.903  0.113
H31 -4.121 -8.339 -4.168  0.111
H32 -3.405 -5.986 -4.097  0.104
H33 -0.878 -6.670 -7.516  0.124
H34 -1.602 -9.022 -7.565  0.114
C32 2.177 0.858 6.329  -0.072
C33 3.521 1.033 6.635  -0.051
C34 4.167 0.128 7.466  0.004
C35 3.458 -0.948 7.980  -0.142
C36 2.114 -1.127 7.686  -0.001
C37 1.471 -0.217 6.857  -0.073
N6 4.143 -1.921 8.840  -0.350
O12 5.318 -1.723 9.092  0.082
O13 3.498 -2.870 9.246  0.079
H35 1.680 1.559 5.678  0.049
H36 4.066 1.873 6.222  0.112
H37 5.214 0.272 7.699  0.122
H38 1.558 -1.964 8.091  0.119
H39 0.422 -0.349 6.618  0.089



Entry 2:
# C37H39FI2N8O7Sc

A structure of composition C37H39FI2N8O7Sc (the ωB97M-V functional and the def2-TZVPD basis, the OMol25 dataset).

Computed properties:
total charge = +1
HOMO level = -0.3129 hartree
orbital gap = 5.4 eV
ΔE to the lowest compared entry with this formula, charge and spin = 10.84 kcal/mol
LUMO level = -0.11601 Eh
2S+1 = 1
E = -3854.01262 Ha

Each line ends with the Löwdin charge.
CARTESIAN COORDINATES (ANGSTROEM)
Sc1 -1.915 -0.986 0.662  1.127
C1 -3.019 3.443 -1.621  -0.009
C2 -2.586 2.209 -0.887  -0.293
N1 -2.343 1.084 -1.449  0.032
O1 -2.575 1.097 -2.823  -0.038
C3 -2.451 2.259 0.582  -0.299
C4 -2.366 3.540 1.349  -0.026
N2 -2.379 1.112 1.176  -0.223
O2 -2.198 0.980 2.447  -0.141
H1 -3.409 3.195 -2.602  0.073
H2 -2.170 4.118 -1.752  0.091
H3 -3.774 3.979 -1.046  0.085
H4 -2.291 0.211 -3.107  0.060
H5 -1.862 4.318 0.772  0.074
H6 -1.818 3.350 2.271  0.074
H7 -3.353 3.920 1.628  0.085
I1 1.861 -1.684 4.094  0.891
C5 0.406 -3.094 3.599  -0.634
C6 0.364 -4.337 4.257  -0.226
C7 -0.577 -5.271 3.926  -0.674
I2 -0.577 -7.093 4.954  0.904
C8 -1.530 -5.006 2.907  -0.204
C9 -2.548 -5.887 2.482  -0.037
C10 -3.408 -5.502 1.495  -0.031
C11 -3.263 -4.231 0.910  -0.099
N3 -2.325 -3.389 1.264  0.088
C12 -1.468 -3.756 2.257  -0.128
C13 -0.491 -2.765 2.602  -0.415
O3 -0.494 -1.643 1.958  -0.186
H8 1.086 -4.550 5.033  0.077
H9 -2.642 -6.860 2.945  0.063
H10 -4.198 -6.158 1.157  0.108
H11 -3.948 -3.906 0.138  0.098
C14 -4.925 -0.630 3.781  0.035
C15 -4.739 -0.610 2.297  -0.475
O4 -3.802 -1.196 1.749  -0.056
N4 -5.640 0.028 1.542  0.116
C16 -5.400 0.241 0.116  -0.085
C17 -5.333 -1.011 -0.729  -0.246
C18 -6.491 -1.603 -1.206  -0.013
C19 -6.391 -2.684 -2.067  -0.052
C20 -5.131 -3.122 -2.432  -0.045
C21 -4.022 -2.486 -1.893  -0.126
N5 -4.111 -1.462 -1.041  0.107
H12 -3.981 -0.907 4.239  0.097
H13 -5.687 -1.365 4.047  0.096
H14 -5.234 0.348 4.149  0.092
H15 -6.379 0.537 1.995  0.149
H16 -4.459 0.771 -0.006  0.087
H17 -6.204 0.878 -0.250  0.135
H18 -7.458 -1.205 -0.922  0.116
H19 -7.280 -3.161 -2.458  0.111
H20 -4.996 -3.945 -3.120  0.111
H21 -3.018 -2.800 -2.142  0.100
C22 4.423 -0.521 -4.044  -0.060
C23 3.329 0.535 -4.056  -0.188
N6 2.461 0.468 -2.878  -0.031
C24 1.305 -0.238 -2.958  0.052
C25 0.448 -0.437 -1.929  -0.020
C26 -0.754 -1.315 -2.127  -0.595
O5 -1.212 -1.447 -3.262  0.037
O6 -1.189 -1.887 -1.069  -0.097
C27 0.700 0.204 -0.674  -0.256
O7 -0.072 0.215 0.285  -0.011
C28 1.987 0.903 -0.562  -0.021
C29 2.351 1.426 0.680  0.111
C30 3.562 2.036 0.815  -0.187
F1 3.954 2.485 2.027  0.073
C31 4.441 2.175 -0.264  -0.167
C32 4.078 1.662 -1.492  0.064
C33 2.849 1.007 -1.660  -0.113
N7 5.731 2.781 -0.123  -0.119
C34 6.802 1.892 0.318  -0.120
C35 8.103 2.392 -0.326  -0.071
N8 7.920 3.855 -0.646  0.048
C36 7.245 4.572 0.488  -0.071
C37 5.798 4.057 0.585  -0.127
H22 5.046 -0.428 -4.934  0.082
H23 3.987 -1.520 -4.036  0.086
H24 5.060 -0.427 -3.164  0.065
H25 2.685 0.405 -4.924  0.125
H26 3.740 1.542 -4.127  0.115
H27 1.069 -0.665 -3.926  0.153
H28 1.677 1.301 1.520  0.150
H29 4.769 1.781 -2.315  0.111
H30 6.601 0.876 -0.013  0.141
H31 6.891 1.873 1.411  0.138
H32 8.317 1.890 -1.267  0.135
H33 8.964 2.304 0.333  0.136
H34 7.301 3.911 -1.457  0.180
H35 8.810 4.288 -0.884  0.185
H36 7.293 5.641 0.298  0.137
H37 7.829 4.349 1.379  0.138
H38 5.109 4.752 0.106  0.141
H39 5.531 3.986 1.641  0.125